[1]
Here is C4H6O2S in the gas phase from the OMol25 dataset. Energies are from wB97M-V/def2-TZVPD.

Values from the calculation:
HOMO level = -10.5 eV
energy above the lowest of the compared OMol25 structures with the same formula, charge and spin = 311.4 kJ/mol
gap between HOMO and LUMO = 0.40241 Ha

Each line ends with the Mulliken charge.
Atoms and positions in Å:
C: -2.526 -0.155 -0.419  -0.533
C: -1.554 -0.467 0.382  -0.258
S: -0.038 0.552 0.252  1.087
O: -0.075 1.240 -1.007  -0.640
O: 0.063 1.340 1.450  -0.574
C: 1.407 -0.501 0.150  -0.161
C: 2.664 -0.072 -0.118  -0.608
H: -3.575 -0.442 -0.473  0.280
H: -2.131 0.596 -1.017  0.305
H: -1.700 -1.100 1.326  0.279
H: 1.067 -1.508 0.233  0.330
H: 3.624 -0.504 -0.363  0.310
H: 2.773 1.019 -0.395  0.183

---

[2]
Here is C4H6O2S2 in the gas phase from the OMol25 dataset. Energies are from wB97M-V/def2-TZVPD.

Values from the calculation:
HOMO level = -9.4 eV
energy above the lowest of the compared OMol25 structures with the same formula, charge and spin = 336.7 kJ/mol
gap between HOMO and LUMO = 0.28869 Ha

Each line ends with the Mulliken charge.
Atoms and positions in Å:
O: -0.027 2.044 -0.391  -0.520
C: -0.301 0.878 -0.465  0.697
C: -1.586 0.244 -0.796  -0.973
S: -2.784 -0.198 0.684  -0.175
C: 0.880 -0.087 -0.087  0.235
S: 0.818 -1.600 -0.470  -0.378
C: 1.989 0.829 0.308  -0.014
O: 3.130 0.054 0.838  -0.517
H: -2.251 0.937 -1.422  0.331
H: -1.407 -0.701 -1.347  0.386
H: -2.334 -1.525 1.132  0.155
H: 1.585 1.594 1.096  0.271
H: 2.343 1.451 -0.682  0.233
H: 2.810 -0.952 0.468  0.268

---

[3]
Here is C4H6O2Sr as an isolated structure from the OMol25 dataset. Energies are from wB97M-V/def2-TZVPD.

Values from the calculation:
HOMO level (spin up / spin down) = -11.3 / -11.8 eV
energy above the lowest of the compared OMol25 structures with the same formula, charge and spin = 0.0 kJ/mol
gap between HOMO and LUMO (spin up / spin down) = 0.20939 / 0.22661 Ha
2S+1 = 2
net charge = +1

Each line ends with the Löwdin spin population.
Atoms and positions in Å:
O: 1.184 -0.180 -3.637  0.003
C: 1.071 0.432 -2.369  0.012
C: 1.498 -0.581 -1.311  0.108
C: 1.626 -0.006 0.036  0.644
C: 1.045 0.517 1.080  0.084
H: 0.948 0.452 -4.321  0.000
H: 0.031 0.748 -2.179  0.000
H: 1.709 1.329 -2.303  0.000
H: 2.465 -1.019 -1.609  0.026
H: 0.781 -1.421 -1.293  0.011
H: 1.563 0.748 2.021  0.017
O: -0.449 0.854 1.241  0.089
Sr: -1.890 -0.774 1.712  0.005

---

[4]
Here is C4H6O2V as an isolated structure from the OMol25 dataset. Energies are from wB97M-V/def2-TZVPD.

Values from the calculation:
HOMO level (spin up / spin down) = -11.4 / -14.2 eV
energy above the lowest of the compared OMol25 structures with the same formula, charge and spin = 76.5 kJ/mol
gap between HOMO and LUMO (spin up / spin down) = 0.23752 / 0.34357 Ha
2S+1 = 5
net charge = +1

Each line ends with the Löwdin spin population.
Atoms and positions in Å:
H: -0.614 -0.520 -1.301  0.011
O: -2.551 0.745 -0.344  0.012
C: -1.260 0.707 -0.365  0.043
C: -0.660 -0.569 -0.062  0.044
C: 0.778 -0.859 0.378  0.082
C: 1.849 -0.041 -0.283  0.475
O: 1.828 1.289 -0.153  0.032
V: 0.267 2.105 0.382  3.255
H: -2.888 1.557 0.061  0.002
H: -1.378 -1.213 0.467  0.001
H: 0.977 -1.922 0.183  0.001
H: 0.820 -0.776 1.485  0.022
H: 2.831 -0.505 -0.448  0.021

---

[5]
Here is a 2-piece molecular cluster, C4H6O3S overall from the OMol25 dataset. Energies are from wB97M-V/def2-TZVPD.

Values from the calculation:
HOMO level (spin up / spin down) = -9.3 / -9.0 eV
energy above the lowest of the compared OMol25 structures with the same formula, charge and spin = 369.6 kJ/mol
gap between HOMO and LUMO (spin up / spin down) = 0.28786 / 0.26090 Ha

Each line ends with the Mulliken charge.
Atoms and positions in Å:
C: 0.486 1.357 0.400  0.009
C: -1.525 -1.095 0.818  0.168
C: 1.431 -0.704 -0.539  -1.163
C: 0.586 0.464 -0.767  -0.403
O: 0.717 1.016 1.542  -0.497
O: -0.923 -2.131 0.660  -0.411
O: -2.564 1.195 -0.274  -0.494
S: -1.957 -0.109 -0.650  0.355
H: 0.076 2.297 0.192  0.409
H: -1.685 -0.549 1.773  0.341
H: 1.329 -0.998 0.523  0.353
H: 2.416 -0.224 -0.578  0.377
H: 1.269 -1.302 -1.360  0.353
H: 0.344 0.783 -1.740  0.602

---

[6]
Here is C4H6O7Tl as an isolated structure from the OMol25 dataset. Energies are from wB97M-V/def2-TZVPD.

Values from the calculation:
HOMO level (spin up / spin down) = -13.4 / -13.5 eV
energy above the lowest of the compared OMol25 structures with the same formula, charge and spin = 696.5 kJ/mol
gap between HOMO and LUMO (spin up / spin down) = 0.25615 / 0.17582 Ha
net charge = +1

Each line ends with the Mulliken charge.
Atoms and positions in Å:
O: -0.547 -2.341 -3.155  -0.485
C: -0.455 -1.213 -2.588  0.960
O: 0.593 -0.512 -2.789  -0.411
O: -1.432 -0.813 -1.823  -0.290
O: -0.398 0.925 1.258  -0.313
C: -0.518 -0.133 0.360  -0.145
C: -1.214 0.304 -0.935  -0.508
Tl: 1.242 -1.970 -3.892  0.883
H: -1.099 -0.941 0.834  0.226
H: 0.477 -0.548 0.121  0.168
H: -0.618 1.066 -1.449  0.357
H: -2.216 0.702 -0.746  0.303
C: 0.772 0.796 2.309  0.697
O: 0.738 -0.308 2.943  -0.289
O: 1.969 1.054 1.604  -0.450
H: 2.221 0.233 1.154  0.370
O: 0.598 1.954 3.089  -0.434
H: -0.111 1.746 3.705  0.361

---

[7]
Here is C4H6OS in the gas phase from the OMol25 dataset. Energies are from wB97M-V/def2-TZVPD.

Values from the calculation:
HOMO level = -9.3 eV
energy above the lowest of the compared OMol25 structures with the same formula, charge and spin = 161.2 kJ/mol
gap between HOMO and LUMO = 0.30325 Ha

Each line ends with the Mulliken charge.
Atoms and positions in Å:
C: -1.004 0.577 2.235  -0.744
C: -1.165 0.655 0.913  -0.154
C: -0.183 0.177 -0.039  0.501
S: -0.315 0.398 -1.663  -0.328
C: 1.029 -0.591 0.567  -0.502
O: 1.647 -1.413 -0.341  -0.463
H: -0.168 0.062 2.635  0.209
H: -1.749 0.999 2.903  0.251
H: -2.067 1.209 0.572  0.297
H: 0.774 -1.193 1.422  0.328
H: 1.688 0.141 0.979  0.341
H: 1.322 -1.189 -1.224  0.263

---

[8]
Here is C4H6OS in the gas phase from the OMol25 dataset. Energies are from wB97M-V/def2-TZVPD.

Values from the calculation:
HOMO level = -9.3 eV
energy above the lowest of the compared OMol25 structures with the same formula, charge and spin = 594.9 kJ/mol
gap between HOMO and LUMO = 0.34315 Ha

Each line ends with the Mulliken charge.
Atoms and positions in Å:
C: -1.750 -0.067 -2.429  -0.380
C: -0.639 -0.164 -1.680  -0.590
C: 0.133 -0.581 -0.558  0.503
O: 1.556 -0.733 -0.715  -0.544
C: -0.216 0.447 0.389  -0.523
S: 0.245 0.587 2.050  -0.200
H: -2.741 0.342 -2.953  0.328
H: -0.275 -1.554 -0.364  0.350
H: 2.149 -0.822 0.001  0.332
H: -1.307 0.488 0.099  0.329
H: 0.369 1.278 -0.037  0.255
H: 0.274 -1.068 1.850  0.142

---

no.,E_tot (a.u.)
1,-704.56091
2,-1102.76969
3,-336.84190
4,-1250.04674
5,-779.78952
6,-854.71055
7,-629.38578
8,-629.22058